This record from the Open Molecules 2025 dataset describes the molecule C2H6N4O in a non-equilibrium geometry. The level of theory is ωB97M-V with the def2-TZVPD basis set.

```
13
Properties=species:S:1:pos:R:3:forces:R:3:lowdin_charge:R:1
H -2.998 -0.126 0.471 0.177 0.158 0.018 0.05
N -2.459 -0.909 0.125 0.060 -0.462 -0.109 0.17
C -1.243 -0.683 -0.019 -0.530 1.095 -0.020 -0.50
O -0.277 -1.516 -0.475 0.780 0.269 0.214 0.04
N 0.670 -0.366 -0.545 -0.775 0.021 -0.931 -0.08
C 1.816 -0.625 0.292 -0.152 -0.272 0.356 -0.07
N -0.372 0.422 0.128 0.601 -0.687 0.807 -0.13
N -0.680 1.698 -0.254 -0.120 0.109 -0.405 0.07
H 2.428 0.276 0.288 -0.007 -0.008 -0.027 0.09
H 1.536 -0.888 1.317 -0.013 0.027 -0.003 0.09
H 2.374 -1.442 -0.161 0.072 0.042 -0.021 0.09
H 0.013 2.352 0.093 -0.228 -0.171 0.040 0.09
H -0.807 1.806 -1.260 0.134 -0.121 0.082 0.10
```
Positions in Å, forces in eV/Å.

Properties
- HOMO (hartree) = -0.333
- multiplicity = 1
- structure (SMILES) = [H]/N=c1/on(C)n1N

This record from the Open Molecules 2025 dataset describes the ion C4H9N4O with charge +1 in a non-equilibrium geometry. The level of theory is ωB97M-V with the def2-TZVPD basis set.

```
18
Properties=species:S:1:pos:R:3:forces:R:3:lowdin_charge:R:1
N -1.679 1.100 0.763 -3.144 2.591 -0.531 0.17
C -0.598 0.412 0.980 5.569 -1.323 -0.748 -0.53
O -0.378 0.009 2.257 0.193 0.199 0.222 0.10
N 0.935 1.362 0.634 -3.540 -2.332 1.103 0.14
C 1.666 0.794 -0.263 3.397 2.026 -2.412 -0.13
C 1.417 -0.205 -1.272 -1.751 0.425 2.177 0.01
C 0.283 -0.992 -1.004 -0.349 -0.420 -0.381 -0.34
N -0.256 -2.016 -1.694 1.127 -0.138 -1.222 0.19
N -0.427 -0.779 0.109 -2.007 2.509 3.488 0.15
H -2.235 0.879 -0.062 0.300 0.636 0.392 0.14
H -1.877 1.969 1.315 0.079 -1.403 -1.028 0.17
H -0.666 0.733 2.824 -0.146 -0.217 0.540 0.12
H 1.230 2.020 1.375 0.289 -0.710 -1.025 0.15
H 2.642 1.389 -0.386 -1.076 -1.281 -0.040 0.16
H 1.958 -0.271 -2.192 0.421 -0.031 0.038 0.10
H 0.203 -2.489 -2.439 0.878 0.268 -0.514 0.12
H -1.036 -2.572 -1.437 -0.757 0.202 0.941 0.11
H -1.182 -1.343 0.493 0.516 -0.998 -1.000 0.17
```
Positions in Å, forces in eV/Å.

Properties
- HOMO (hartree) = -0.464
- total charge = +1
- multiplicity = 1
- structure (SMILES) = N[C@]1(O)NC=CC(=[NH2+])N1

This record from the Open Molecules 2025 dataset describes the molecule C6H7NO2 in a non-equilibrium geometry. The level of theory is ωB97M-V with the def2-TZVPD basis set.

```
16
Properties=species:S:1:pos:R:3:forces:R:3:lowdin_charge:R:1
C 1.258 3.147 -1.390 3.007 -0.006 4.847 -0.14
C 0.429 2.163 -0.585 -1.917 -9.154 0.748 0.02
C -0.030 0.878 -0.316 4.124 12.404 -2.945 0.03
C -0.819 0.029 0.442 -2.203 -2.723 4.009 -0.34
O -1.736 -0.701 -0.348 1.048 -1.925 -0.106 -0.08
N -1.067 -2.004 -0.561 -2.946 0.694 -2.058 0.13
C -0.128 -2.135 0.221 3.724 -3.673 -0.939 -0.16
C 0.149 -1.087 1.139 -2.118 2.574 0.416 -0.37
O 1.351 -0.509 1.259 3.062 -0.323 -0.612 0.01
H 1.683 4.015 -0.599 -1.853 -1.788 -2.141 0.13
H 2.343 2.711 -1.552 -2.547 0.462 -0.726 0.11
H 0.604 3.498 -2.144 0.255 0.680 -1.186 0.04
H -1.405 0.401 1.331 0.601 0.624 -1.205 0.18
H 0.598 -3.051 0.079 -1.814 1.611 0.404 0.18
H -0.062 -1.420 2.121 -1.104 -0.027 1.195 0.15
H 1.633 -0.408 0.338 0.680 0.570 0.298 0.10
```
Positions in Å, forces in eV/Å.

Properties
- HOMO (hartree) = -0.344
- multiplicity = 1
- structure (SMILES) = CC#C[C@H]1ON=C[C@H]1O

This record from the Open Molecules 2025 dataset describes a cluster of 2 separate species, C4H14N2O2 in total in a non-equilibrium geometry. The level of theory is ωB97M-V with the def2-TZVPD basis set.

```
22
Properties=species:S:1:pos:R:3:forces:R:3:lowdin_charge:R:1
C -0.901 1.907 1.030 0.038 -0.053 -0.050 -0.12
N -1.645 0.660 1.168 -0.026 0.009 -0.007 -0.07
C -1.923 -0.036 -0.068 -0.100 -0.297 0.238 -0.54
N -2.746 0.804 -0.906 0.109 -0.033 0.004 0.07
O -0.785 -0.355 -0.842 0.019 0.008 -0.072 -0.04
H 0.117 1.768 0.645 -0.050 0.052 0.027 0.05
H -0.848 2.396 2.003 0.011 0.013 -0.033 0.07
H -1.434 2.552 0.336 0.042 0.033 0.047 0.07
H -1.169 0.030 1.804 -0.116 0.024 -0.039 0.10
H -2.425 -0.979 0.233 0.158 0.209 -0.096 0.14
H -3.662 0.920 -0.493 0.027 -0.029 -0.035 0.08
H -2.832 0.389 -1.826 -0.029 0.000 0.055 0.08
H -0.215 -0.952 -0.319 -0.108 0.117 -0.053 0.04
C 2.709 -1.159 -1.229 -1.020 -2.584 0.385 -0.12
C 2.360 -0.428 -0.020 -2.348 -1.212 1.950 -0.11
O 1.256 -1.616 0.589 1.069 2.119 -0.184 -0.21
H 3.772 -1.168 -1.457 -0.141 -0.220 -0.154 0.08
H 2.044 -0.980 -2.069 0.305 0.409 -0.149 0.08
H 2.248 -2.149 -0.736 2.016 0.956 -2.116 0.13
H 1.731 0.453 -0.137 0.161 -0.072 0.314 0.08
H 3.134 -0.375 0.744 -0.174 0.175 -0.118 0.11
H 1.215 -1.680 1.550 0.156 0.375 0.084 0.06
```
Positions in Å, forces in eV/Å.

Properties
- HOMO (hartree) = -0.327
- multiplicity = 1
- structure (SMILES) = CN[C@@H](N)O.CCO

This record from the Open Molecules 2025 dataset describes the ion C6H5N2S with charge +1 in a non-equilibrium geometry. The level of theory is ωB97M-V with the def2-TZVPD basis set.

```
14
Properties=species:S:1:pos:R:3:forces:R:3:lowdin_charge:R:1
C -3.394 -0.537 0.542 0.984 0.262 0.020 0.15
C -2.190 -0.736 0.409 0.936 1.560 -0.002 -0.07
C -0.681 -0.459 0.238 0.987 0.326 -0.798 -0.09
C 0.349 -0.888 1.283 -0.972 1.380 -2.851 0.09
N 1.676 -0.555 1.046 -2.518 -1.278 1.442 0.01
N 2.228 0.095 0.045 -1.931 0.781 -1.968 0.08
C 1.388 0.512 -0.954 -2.531 0.335 0.310 -0.53
S 2.053 1.463 -2.400 -0.174 -0.120 1.137 0.77
C -0.136 0.284 -0.979 1.834 -1.928 3.933 0.08
H -4.472 -0.240 0.697 1.827 -0.854 -0.311 0.09
H 0.045 -1.460 2.215 0.734 0.882 -1.325 0.17
H 2.331 -0.864 1.788 -0.226 0.377 -0.793 0.19
H 1.604 2.754 -2.115 0.123 -1.316 0.210 -0.08
H -0.801 0.631 -1.815 0.927 -0.408 0.994 0.13
```
Positions in Å, forces in eV/Å.

Properties
- HOMO (hartree) = -0.504
- total charge = +1
- multiplicity = 1
- structure (SMILES) = C#Cc1c[nH+]nc(S)c1

This record from the Open Molecules 2025 dataset describes a cluster of 2 separate species, C3H12N4 in total in a non-equilibrium geometry. The level of theory is ωB97M-V with the def2-TZVPD basis set.

```
19
Properties=species:S:1:pos:R:3:forces:R:3:lowdin_charge:R:1
H 1.445 1.105 1.928 0.020 -0.487 0.035 0.04
N 1.066 1.082 0.990 -0.534 0.213 -0.207 0.05
C -0.064 0.491 0.913 -1.460 2.272 -0.681 -0.31
N -0.892 0.694 -0.266 1.607 -0.530 0.674 -0.30
C -2.326 0.790 -0.137 0.065 0.126 0.236 -0.09
N -0.363 1.559 -1.254 0.111 0.034 0.182 0.04
H -0.661 0.102 1.744 0.298 -0.224 -0.148 0.12
H -2.681 -0.005 0.518 -0.055 -0.018 0.008 0.08
H -2.775 0.677 -1.123 0.017 -0.047 0.098 0.08
H -2.640 1.758 0.275 -0.068 -0.016 0.004 0.08
H 0.334 1.037 -1.784 -0.132 0.150 0.112 0.07
H 0.159 2.303 -0.778 -0.087 -0.228 -0.072 0.07
C 1.911 -1.555 -0.217 -0.200 -0.038 -0.109 -0.18
N 0.507 -1.629 0.169 -0.458 -0.519 -0.867 -0.09
H 2.135 -0.528 -0.498 0.073 0.030 -0.030 0.05
H 2.167 -2.223 -1.049 0.130 0.053 0.124 0.07
H 2.528 -1.784 0.652 0.056 -0.096 -0.070 0.07
H -0.128 -1.321 -0.604 0.780 -0.812 1.034 0.08
H 0.277 -2.554 0.520 -0.163 0.136 -0.323 0.08
```
Positions in Å, forces in eV/Å.

Properties
- HOMO (hartree) = -0.314
- multiplicity = 1
- structure (SMILES) = [H]/N=C/N(C)N.CN